C25H23CaF5IN3O9P2S3 as an isolated structure, computed with ωB97M-V with the def2-TZVPD basis set.

Last column: Löwdin charge in e.
CARTESIAN COORDINATES (ANGSTROEM)
P (2.06, 0.81, 1.89)  0.318
S (-2.27, 1.45, 1.31)  0.583
H (0.62, 2.33, 2.32)  0.040
C (1.85, -1.14, -6.25)  -0.163
C (-1.97, 3.12, -2.93)  -0.278
H (-5.45, -2.00, -0.84)  0.099
O (4.39, 1.38, 3.00)  -0.097
H (-0.10, 2.05, -3.00)  0.101
H (-0.23, 1.22, -0.73)  0.044
O (1.71, -0.34, 2.82)  -0.461
P (4.69, -0.70, 1.37)  0.902
F (-1.71, -1.71, -6.37)  0.090
Ca (0.24, -1.29, 1.27)  0.978
F (3.27, -0.67, -4.48)  0.071
C (-2.50, -3.31, 0.12)  -0.138
C (-1.88, 3.65, -4.33)  -0.060
H (3.28, -1.48, 2.87)  0.010
C (-3.79, -3.28, -0.39)  -0.086
H (5.31, 2.09, 0.62)  0.072
H (3.22, -0.88, -1.50)  -0.048
F (2.90, -1.08, -7.08)  0.087
C (-0.26, -2.48, 5.91)  -0.113
C (3.86, 0.96, 1.73)  -0.685
C (-1.17, -1.78, 5.06)  -0.833
C (-3.85, -0.92, 0.07)  -0.011
O (1.58, 2.21, 2.50)  -0.134
S (-2.62, -2.37, 4.48)  0.536
H (-3.89, 4.00, -2.54)  0.103
C (2.02, -0.93, -4.89)  -0.253
C (0.87, -1.88, 6.38)  -0.070
H (3.91, 1.60, -0.34)  0.072
C (-1.03, 1.83, -1.11)  -0.051
F (0.42, -1.61, -8.08)  0.079
C (0.36, 0.10, 5.18)  -0.100
N (-1.81, -0.06, 1.23)  -0.229
F (-1.37, -1.31, -3.76)  0.072
O (3.67, -1.40, 0.26)  -0.400
C (4.22, 1.96, 0.64)  -0.098
O (1.43, 0.59, 0.54)  -0.449
C (-2.57, -1.04, 0.60)  -0.407
O (-1.28, 2.12, 2.15)  -0.343
C (1.19, -0.55, 6.04)  -0.076
H (2.10, -0.08, 6.38)  0.101
O (4.09, -0.88, -1.02)  -0.163
H (1.54, -2.46, 7.01)  0.103
C (-0.96, 2.33, -2.41)  -0.029
H (-4.37, 0.02, 0.08)  0.093
I (1.19, -4.05, 1.99)  -0.243
H (-0.50, -3.51, 6.13)  0.096
C (-4.45, -2.06, -0.43)  -0.079
O (4.24, -1.55, 2.65)  -0.296
O (-3.66, 1.62, 1.69)  -0.330
C (0.59, -1.40, -6.76)  -0.163
H (-1.34, -0.03, 4.06)  0.114
H (3.75, 2.93, 0.83)  0.080
C (0.97, -0.98, -3.97)  -0.569
C (-0.29, -1.25, -4.54)  -0.261
N (-0.76, -0.51, 4.74)  0.056
C (-3.08, 3.40, -2.14)  -0.056
H (-1.57, 4.70, -4.33)  0.075
S (1.17, -0.69, -2.27)  0.679
H (-2.84, 3.60, -4.85)  0.071
C (-3.18, 2.90, -0.85)  -0.066
H (-1.91, -4.21, 0.17)  0.094
N (-1.91, -2.21, 0.58)  -0.008
H (-4.05, 3.09, -0.23)  0.105
H (5.36, 1.37, 2.91)  0.070
H (-4.25, -4.19, -0.76)  0.088
H (-1.14, 3.09, -4.92)  0.073
C (-0.48, -1.46, -5.89)  -0.162
C (-2.15, 2.12, -0.34)  -0.266
H (0.54, 1.09, 4.79)  0.121

As for the total charge: -2. As for the energy above the lowest of the compared OMol25 structures with the same formula, charge and spin: 0.423 eV. For the largest force on an atom, the calculation gives 0.79 eV/Å. As for the LUMO energy: 4.11 eV. The value obtained for the HOMO-LUMO gap is 0.24630 Ha.